1.
{"formula": "C4H14N4O", "method": "ωB97M-V/def2-TZVPD", "e_tot_ha": -454.87739, "gap_ev": 8.6, "de_lowest_kj_mol": 492.2, "e_homo_ev": -7.597, "largest_force_ev_per_a": 2.55, "symbols": ["O", "N", "N", "N", "N", "C", "C", "C", "C", "H", "H", "H", "H", "H", "H", "H", "H", "H", "H", "H", "H", "H", "H"], "coordinates": [[0.541044, 0.575511, -1.981435], [0.394411, 0.852175, -0.567233], [-0.205535, -1.241545, 0.211125], [2.058405, -0.955339, -0.387525], [-0.309234, -2.336952, 1.096795], [-2.109611, 1.602734, -1.114465], [-1.558472, 0.689057, -0.063422], [0.922098, -0.250105, 0.195192], [1.262693, 0.237029, 1.597346], [-2.244242, -0.136991, 0.105653], [-1.620354, 2.576785, -1.081420], [1.669414, -0.577268, 2.201835], [2.104592, -0.823988, -1.393142], [2.954934, -0.729938, 0.027219], [0.387146, 0.647870, 2.100133], [2.021887, 1.019446, 1.534547], [0.371563, -3.050111, 0.821254], [0.356852, 1.424003, -2.403701], [-1.921699, 1.189741, -2.112282], [-3.192341, 1.717557, -0.989370], [-1.347159, 1.155262, 0.890496], [-0.418868, -1.538395, -0.739117], [-0.117522, -2.046539, 2.051520]], "forces_ev_per_angstrom": [[-0.25, -0.38, 0.68], [-2.50, 0.41, -0.25], [-0.60, 0.60, 0.84], [0.52, 0.26, -0.03], [0.83, -0.42, -0.70], [0.28, 0.27, -0.09], [1.29, 1.65, -0.47], [-0.03, -2.33, -0.29], [-0.03, -0.04, -0.06], [0.79, -0.51, -0.35], [-0.13, 0.08, 0.01], [-0.07, -0.02, -0.08], [-0.01, 0.06, 0.19], [-0.16, 0.25, -0.10], [0.03, -0.04, -0.05], [-0.11, -0.04, -0.08], [0.09, 0.06, 0.46], [0.16, -0.06, 0.31], [-0.19, -0.08, 0.09], [0.12, 0.04, -0.07], [-0.12, 0.18, 0.00], [0.18, 0.00, 0.34], [-0.08, 0.08, -0.30]]}

=====

2.
{"formula": "C21H56O7", "method": "ωB97M-V/def2-TZVPD", "e_tot_ha": -1360.36965, "gap_ev": 10.2, "de_lowest_kj_mol": 77.5, "smiles": "CC(C)O.CC(C)O.CC(C)O.CC(C)O.CC(C)O.CC(C)O.CC(C)O", "e_homo_ev": -9.524, "largest_force_ev_per_a": 1.57, "symbols": ["O", "O", "O", "O", "O", "O", "O", "C", "C", "C", "C", "C", "C", "C", "C", "C", "C", "C", "C", "C", "C", "C", "C", "C", "C", "C", "C", "C", "H", "H", "H", "H", "H", "H", "H", "H", "H", "H", "H", "H", "H", "H", "H", "H", "H", "H", "H", "H", "H", "H", "H", "H", "H", "H", "H", "H", "H", "H", "H", "H", "H", "H", "H", "H", "H", "H", "H", "H", "H", "H", "H", "H", "H", "H", "H", "H", "H", "H", "H", "H", "H", "H", "H", "H"], "coordinates": [[-1.145405, -0.637769, 0.153274], [-1.417074, -2.995640, -2.800777], [4.629397, 1.360642, 4.109510], [0.714911, -2.055231, -1.367126], [3.448228, 2.547230, -3.035202], [-8.724001, -1.452826, -0.664560], [3.279422, -1.213970, 4.212297], [2.981590, 3.107108, -0.746772], [-2.266153, 1.452304, 0.125712], [-7.528092, -1.112883, 0.093478], [-2.671877, -2.339062, -2.469044], [2.421668, -1.750013, 3.204377], [-6.965372, -2.337445, 0.750491], [0.993171, -1.270508, 3.419787], [2.349857, -3.209703, -2.704818], [1.545036, -0.918225, -3.296288], [3.683592, 3.282493, 5.260018], [-6.564349, -0.481501, -0.879977], [2.942424, -1.420686, 1.811781], [0.142967, 1.291004, 0.866547], [3.985344, 4.785259, -2.373155], [1.868281, -1.876796, -2.165969], [3.917095, 3.341183, -1.927398], [3.435252, 2.136239, 4.314031], [-3.826862, -3.303834, -2.621769], [-2.792181, -1.117052, -3.323496], [-0.949403, 0.763380, -0.062022], [2.897182, 2.548699, 2.974522], [0.307955, -1.800976, 2.752842], [3.686593, 3.031595, 2.388527], [2.123979, 3.313354, 3.072227], [-1.594994, -3.901666, -3.072267], [3.095511, -0.337810, 1.720204], [3.810829, 2.973755, 6.296868], [2.496296, 1.701422, 2.423626], [-6.752570, -3.074895, -0.030766], [4.123797, 5.494068, -1.557553], [0.669687, -1.470911, 4.441501], [-2.184348, 2.487203, -0.226687], [2.372422, -0.752900, -3.993787], [-2.831537, -1.404785, -4.378243], [-1.902848, -0.494290, -3.202920], [1.042548, 0.687309, 0.743540], [-3.664303, -0.514094, -3.074837], [2.713037, 1.459820, 4.794134], [-5.793596, 0.024538, -0.292656], [-6.068783, -1.236154, -1.492211], [1.668295, -3.572900, -3.481264], [0.910373, -0.195864, 3.242483], [-3.769775, -4.119174, -1.894779], [-0.202382, 1.169813, 1.895477], [3.743365, -0.450880, 3.846347], [3.087607, 5.032051, -2.942472], [2.248102, -1.754575, 1.040619], [-3.119545, 1.068510, -0.439668], [3.923964, -1.874074, 1.668872], [2.317092, -3.970679, -1.918096], [2.445363, -2.839890, 3.316632], [-4.779491, -2.813598, -2.398707], [2.834112, 3.972361, 5.286958], [1.922908, 3.007400, -0.958442], [2.646626, -1.424143, -1.548082], [4.818758, 4.927958, -3.069280], [5.265407, 1.603878, 4.786611], [-9.259625, -2.034001, -0.117778], [4.193779, 2.128062, -3.471130], [3.368626, -3.175936, -3.089474], [-0.300222, -1.085727, -0.001652], [3.081898, 3.947853, -0.043622], [4.522696, 3.882820, 4.887643], [3.358340, 2.288262, -0.127819], [4.914332, 2.985449, -1.654534], [-7.085035, 0.241389, -1.502409], [-2.602468, -2.064630, -1.413091], [-5.974196, -2.139997, 1.176711], [-7.867988, -0.349988, 0.802217], [0.026779, -2.532556, -1.860647], [-3.920771, -3.718988, -3.629135], [0.326705, 2.339020, 0.630787], [0.749127, -1.337148, -3.919465], [1.241511, 0.039384, -2.873495], [-2.588669, 1.446673, 1.170076], [-0.597731, 0.832955, -1.103287], [-7.582170, -2.766102, 1.537884]], "forces_ev_per_angstrom": [[-0.27, 0.10, 0.56], [-0.23, -0.08, -0.08], [-0.04, 0.20, -0.22], [0.31, 0.09, 0.78], [0.01, -0.12, 0.15], [0.48, -0.07, 0.05], [-0.12, -0.22, -0.21], [0.91, 0.58, 1.14], [-0.67, 0.86, -0.13], [-1.30, 0.21, -0.54], [0.05, -0.55, 0.42], [-0.06, 0.00, 0.02], [1.05, -0.28, 0.00], [-0.03, -0.17, 0.00], [-0.13, -0.63, 0.30], [0.01, 0.14, -0.39], [-0.16, 0.86, -0.19], [0.27, 0.05, 0.42], [0.19, 0.22, 0.28], [-0.70, -0.19, -0.23], [0.26, 0.25, -0.53], [0.07, -0.06, -0.73], [-0.47, -0.32, -0.24], [-0.40, -0.69, 0.69], [-0.54, -0.16, 0.23], [0.36, 0.39, -0.46], [0.50, -1.21, -0.43], [0.20, 0.67, -0.40], [0.00, 0.16, -0.07], [0.04, -0.23, -0.02], [-0.22, -0.24, 0.12], [-0.02, 0.05, 0.05], [-0.18, -0.05, -0.08], [0.41, -0.17, -0.08], [0.03, 0.02, -0.08], [-0.35, -0.12, 0.10], [-0.08, -0.08, 0.10], [0.11, 0.00, 0.05], [0.09, 0.03, 0.34], [0.18, 0.02, 0.32], [-0.14, 0.04, 0.03], [-0.05, 0.01, 0.07], [0.12, 0.18, -0.08], [-0.09, -0.07, 0.05], [-0.02, 0.08, -0.10], [0.05, 0.09, -0.19], [-0.15, 0.03, -0.13], [0.13, 0.14, -0.12], [0.01, -0.05, -0.03], [0.22, -0.06, -0.14], [0.07, 0.21, 0.01], [0.17, 0.10, 0.19], [-0.13, 0.05, 0.23], [0.06, -0.03, -0.08], [0.39, -0.50, -0.17], [-0.05, -0.13, -0.12], [0.14, 0.16, 0.06], [-0.01, 0.06, 0.13], [0.15, 0.13, -0.10], [-0.07, -0.18, -0.14], [0.03, -0.18, -0.43], [-0.13, -0.09, 0.28], [-0.03, -0.05, 0.07], [0.05, -0.14, 0.06], [-0.07, -0.01, 0.01], [0.02, 0.06, 0.00], [-0.05, 0.11, -0.15], [-0.08, -0.03, -0.29], [-0.12, 0.08, -0.27], [0.10, -0.11, 0.30], [-0.43, -0.41, -0.36], [0.02, 0.10, 0.12], [0.06, 0.02, -0.09], [0.09, 0.15, -0.07], [-0.20, 0.20, 0.17], [0.36, -0.09, 0.28], [-0.07, 0.10, -0.21], [0.17, 0.05, -0.02], [0.22, 0.02, 0.21], [-0.19, 0.08, 0.22], [-0.08, 0.06, -0.19], [0.23, 0.07, 0.04], [-0.13, 0.47, 0.03], [-0.18, -0.01, -0.08]]}

=====

3.
{"formula": "C18H14FeO3", "method": "ωB97M-V/def2-TZVPD", "e_tot_ha": -2183.48694, "gap_ev": [5.5, 6.2], "multiplicity": 5, "e_homo_ev": [-5.155, -8.669], "largest_force_ev_per_a": 6.98, "symbols": ["Fe", "O", "O", "O", "C", "C", "C", "C", "C", "C", "C", "C", "C", "C", "C", "C", "C", "C", "C", "C", "C", "C", "H", "H", "H", "H", "H", "H", "H", "H", "H", "H", "H", "H", "H", "H"], "coordinates": [[3.261976, -0.905477, -0.816664], [5.414505, -0.993636, -2.702336], [4.195964, -3.587905, -0.251618], [5.439266, -0.042783, 0.887748], [-2.855104, 1.417304, 0.266221], [-2.172172, 0.412649, 0.981530], [-1.895619, 2.452490, -0.100208], [-4.227045, 1.288383, 0.016702], [-4.236625, -0.786654, 1.286520], [-0.669783, 2.148055, 0.412597], [3.599080, -2.618118, -0.489103], [0.027144, -1.165276, -0.333503], [0.332452, -0.171999, 0.848881], [-2.835026, -0.735757, 1.393664], [4.412629, -0.872723, -2.116375], [4.458085, -0.257742, 0.297177], [1.690590, 0.010634, -1.821269], [2.091182, 0.858054, -0.728143], [-0.715750, 0.832344, 1.190024], [1.693849, 0.456287, 0.562337], [1.118401, -1.207519, -1.386606], [-4.927569, 0.229148, 0.603445], [1.852520, 0.282107, -2.869211], [-0.945471, -0.936760, -0.803446], [-2.177392, 3.318821, -0.692334], [-2.260373, -1.574408, 1.786617], [-0.095220, -2.168823, 0.112296], [-4.777448, -1.615237, 1.741820], [0.251510, 2.724594, 0.317331], [1.048565, -2.062221, -2.077192], [0.438363, -0.804719, 1.755442], [-0.562424, 1.083391, 2.262389], [2.132054, 0.968389, 1.437485], [-4.718788, 2.043952, -0.597460], [-6.014505, 0.182779, 0.532746], [2.628183, 1.798382, -0.907513]], "forces_ev_per_angstrom": [[-3.32, -0.40, 0.43], [-2.17, 0.48, 0.69], [-1.94, 1.65, -0.44], [-2.15, -0.16, -1.03], [2.76, 3.19, -1.21], [0.59, -1.51, 0.82], [-6.82, -0.93, -1.13], [-2.08, -0.64, 0.19], [0.24, -0.36, 0.14], [4.39, -1.61, 1.72], [2.66, -2.27, 0.53], [0.23, -0.42, 1.12], [2.04, -2.43, -0.73], [0.67, 0.67, -0.13], [3.74, -0.65, -2.14], [4.00, 0.38, 2.23], [-0.95, -0.35, 0.05], [-0.26, 0.20, -0.10], [-0.77, 1.72, 0.29], [-1.27, 2.06, 1.35], [-0.10, 0.20, -1.45], [0.33, 1.20, -0.69], [0.30, -0.28, 0.51], [0.45, 0.07, -0.06], [0.15, -0.14, 0.15], [-0.27, 0.21, 0.24], [-0.02, 0.31, -0.29], [0.09, 0.17, -0.23], [-0.47, -0.18, 0.01], [-0.20, 0.70, 0.05], [0.10, 0.24, -0.39], [-0.09, -0.15, -0.20], [-0.03, -0.20, -0.58], [-0.08, -0.25, 0.27], [0.30, -0.01, -0.13], [-0.09, -0.52, 0.16]]}